(1)
Density functional theory data (ωB97M-V/def2-TZVPD) for 2 unconnected molecules or ions with the total composition C4H9NO.

```
15
C4H9NO, DFT ωB97M-V/def2-TZVPD
C -0.5468 -0.4851 -1.6835
C 0.5845 -0.6603 -0.7244
N 1.3294 0.3153 -0.3777
C 2.3647 -0.0017 0.5302
O 2.9687 -1.0462 0.5675
H -0.2230 -0.7922 -2.6851
H -0.8587 0.5612 -1.7247
H -1.3971 -1.1161 -1.4054
H 0.7536 -1.6620 -0.3084
H 2.5953 0.8379 1.2075
C -1.5141 0.8110 1.3213
H -1.9733 -0.0662 0.8547
H -2.2215 1.6419 1.3065
H -1.2446 0.5698 2.3523
H -0.6172 1.0927 0.7691
```

## Properties
Total energy, Eh: -287.77355

Atom charges from the Mulliken analysis, given in e for atoms 1 to 8:
1 C -1.027
2 C 0.129
3 N -0.475
4 C 0.150
5 O -0.473
6 H 0.351
7 H 0.292
8 H 0.313



(2)
Density functional theory data (ωB97M-V/def2-TZVPD) for a single C4H9NO molecule.

```
15
C4H9NO, DFT ωB97M-V/def2-TZVPD
C -1.1802 -1.7028 0.9831
C -0.5094 -1.4171 -0.3597
N 0.3068 -0.2047 -0.3878
C -0.2626 0.8783 -0.0796
O 0.3440 2.0732 -0.0956
C 1.6943 2.0755 -0.5437
H -1.8589 -0.8962 1.2804
H -1.7673 -2.6255 0.9280
H -0.4316 -1.8198 1.7727
H -1.2704 -1.3690 -1.1512
H 0.1443 -2.2579 -0.6144
H -1.3047 1.0042 0.2350
H 2.0193 3.1151 -0.4871
H 1.7595 1.7070 -1.5721
H 2.3167 1.4397 0.0920
```

## Properties
Total energy, Eh: -287.77661

Atom charges from the Mulliken analysis, given in e for atoms 1 to 8:
1 C -0.995
2 C -0.384
3 N -0.487
4 C 0.214
5 O -0.341
6 C -0.614
7 H 0.315
8 H 0.334



(3)
Density functional theory data (ωB97M-V/def2-TZVPD) for a single C4H9NO molecule.

```
15
C4H9NO, DFT ωB97M-V/def2-TZVPD
C -1.4437 -0.8086 0.7016
C -0.9249 -0.2584 -0.6120
N 0.3605 0.2889 -0.1852
C 1.0006 1.4182 -0.8320
C 0.8693 -0.2962 0.9014
O 1.1008 -1.5710 1.2205
H -1.9936 -0.0473 1.2666
H 0.2413 -2.0077 1.0536
H -2.0938 -1.6856 0.5812
H -1.4704 0.5595 -1.1230
H -0.7807 -1.0503 -1.3595
H 0.2636 2.2002 -1.0400
H 1.4583 1.1143 -1.7801
H 1.7871 1.8253 -0.1905
H 1.6255 0.3187 1.3975
```

## Properties
Total energy, Eh: -287.65717

Atom charges from the Mulliken analysis, given in e for atoms 1 to 8:
1 C -1.361
2 C -0.035
3 N 0.265
4 C -0.801
5 C -0.054
6 O -0.450
7 H 0.184
8 H 0.327



(4)
Density functional theory data (ωB97M-V/def2-TZVPD) for 2 unconnected molecules or ions with the total composition C4H9NO.

```
15
C4H9NO, DFT ωB97M-V/def2-TZVPD
C 1.6444 -0.1580 -0.2446
C 0.4276 0.5001 -0.9047
C -0.8178 -0.3595 -1.0796
O -1.8672 0.0602 -1.4989
H 2.5531 0.2143 -0.7241
H 1.7490 0.0449 0.8292
H 1.6304 -1.2473 -0.3712
H 0.6473 0.6901 -1.9584
H 0.2166 1.4838 -0.4663
H -0.6406 -1.4432 -0.9046
C -1.1358 0.4376 1.4605
N -1.5453 -0.7344 1.2036
H -1.5908 1.2670 0.9096
H -0.2952 0.7052 2.1142
H -0.9756 -1.4607 1.6353
```

## Properties
Total energy, Eh: -287.73714

Atom charges from the Mulliken analysis, given in e for atoms 1 to 8:
1 C -1.021
2 C -0.206
3 C -0.098
4 O -0.499
5 H 0.322
6 H 0.241
7 H 0.291
8 H 0.379



| no. | HOMO (eV) | LUMO level (eV) |
| --- | --- | --- |
| 1 | -10.10 | 0.28 |
| 2 | -9.67 | 1.09 |
| 3 | -6.79 | 0.65 |
| 4 | -9.47 | 0.94 |